C4H4N2O | the ωB97M-V functional and the def2-TZVPD basis

The geometry in XYZ format:
```
11
Properties=species:S:1:pos:R:3:forces:R:3:nbo_charge:R:1
O -2.19864 -0.94909 -0.37076 0.5 0.3 0.0 -0.52
N 1.42322 1.00336 -0.16914 0.0 0.1 -0.1 -0.57
N -0.72722 0.69905 -1.12910 0.3 0.1 0.0 -0.45
C 0.40805 1.29123 -1.06616 -0.1 -0.1 0.0 0.28
C 1.12000 -0.00527 0.68840 -0.5 -0.1 -0.2 0.07
C -1.14287 -0.38808 -0.27832 -0.4 -0.2 0.0 0.56
C -0.00161 -0.53352 0.58329 0.4 0.3 0.0 -0.02
H 2.29943 1.50534 -0.18697 -0.1 -0.1 0.0 0.42
H 0.62521 2.09499 -1.76612 0.0 -0.1 0.1 0.21
H -0.79850 -2.18958 2.16251 0.0 -0.1 0.0 0.00
H -1.00705 -2.52843 1.53236 -0.1 0.0 0.1 0.02
```
Forces are in eV/Å.

## Properties
2S+1: 1
Orbital gap, eV: 9.35
Largest force on an atom, eV/Å: 0.6
HOMO, eV: -9.996
E_tot, a.u.: -339.40992